C2H9NS2 | ωB97M-V/def2-TZVPD

Geometry as XYZ:
```
14
Properties=species:S:1:pos:R:3:forces:R:3
S 0.236 1.301 -2.425 3.3 1.4 0.7
H -0.936 0.742 -2.745 -0.1 -1.2 1.2
C -0.343 0.052 0.929 -0.9 -0.1 -1.2
C 0.618 -0.925 0.260 -0.4 -1.0 1.0
S 0.229 -2.683 0.655 0.1 0.1 0.4
N 0.070 1.460 0.762 -0.7 1.0 -0.3
H -0.500 -0.215 1.976 0.5 0.3 0.1
H -1.324 -0.164 0.465 0.0 0.2 0.1
H 1.619 -0.774 0.670 0.1 0.0 -0.5
H 0.551 -0.955 -0.813 0.4 0.6 -0.1
H -1.045 -2.660 0.243 0.0 0.1 -0.1
H -0.600 2.069 1.257 0.7 -0.5 0.1
H -0.002 1.841 -0.212 -0.1 -1.1 1.2
H 1.428 0.911 -1.023 -2.9 0.1 -2.6
```
Positions in Å, forces in eV/Å.

Values from the calculation:
**Charge**: 0
**Frontier orbital gap**: 7.828 eV
**E_HOMO**: -9.14 eV
**E_LUMO**: -1.3 eV

C2H9NSi | ωB97M-V/def2-TZVPD

Geometry as XYZ:
```
13
Properties=species:S:1:pos:R:3:forces:R:3
C 0.788 -1.730 0.507 0.0 0.4 0.0
C 0.984 0.813 -1.449 0.1 -0.1 0.5
N -2.498 1.297 0.460 1.1 -0.1 -0.1
Si 0.565 0.136 0.264 -1.6 -0.2 -0.7
H 1.277 -2.193 -0.349 0.0 0.1 -0.1
H 1.391 -1.938 1.386 0.1 0.0 0.1
H -0.170 -2.228 0.648 -0.1 0.0 0.0
H 0.225 1.516 -1.776 -0.1 0.1 0.0
H 1.938 1.338 -1.438 0.1 0.1 0.0
H 1.050 0.022 -2.192 0.0 -0.2 0.0
H -2.816 0.713 1.233 0.0 -0.2 0.0
H -2.817 0.816 -0.382 -0.1 -0.2 0.0
H 0.867 0.967 1.414 0.4 0.2 0.2
```
Positions in Å, forces in eV/Å.

Values from the calculation:
**Charge**: 0
**Frontier orbital gap (alpha / beta)**: 9.702 / 6.701 eV
**E_HOMO (alpha / beta)**: -9.67 / -6.89 eV
**E_LUMO (alpha / beta)**: 0.0 / -0.2 eV

C2H9O | ωB97M-V/def2-TZVPD

Geometry as XYZ:
```
12
Properties=species:S:1:pos:R:3:forces:R:3
O -1.317 0.967 1.193 -0.2 -0.5 -3.7
H -1.854 1.493 0.524 0.8 -0.9 1.5
H -0.195 0.135 0.613 0.3 0.6 0.4
H -1.449 1.274 2.059 -0.4 0.8 2.0
C 0.885 -0.103 -0.091 4.1 -2.0 -2.7
C 0.570 -1.060 -1.310 0.6 -2.7 1.8
H 1.393 -0.514 0.797 -1.1 -0.2 0.6
H 2.075 0.225 -0.302 -3.0 0.5 0.5
H 0.343 0.815 -0.174 0.3 1.7 -0.1
H 1.278 -1.996 -1.403 -0.8 2.2 0.4
H 0.541 -0.588 -2.293 -0.4 0.1 0.4
H -0.325 -1.600 -0.957 -0.3 0.4 -1.1
```
Positions in Å, forces in eV/Å.

Values from the calculation:
**Charge**: +1
**Frontier orbital gap**: 12.606 eV
**E_HOMO**: -16.83 eV
**E_LUMO**: -4.2 eV

C2H9O2 | ωB97M-V/def2-TZVPD

Geometry as XYZ:
```
13
Properties=species:S:1:pos:R:3:forces:R:3
O 0.731 -2.921 0.233 0.6 -0.7 0.8
H 0.123 -1.864 -0.813 -0.2 0.1 -0.9
H 0.949 -2.333 0.972 -0.1 0.0 0.0
H 1.599 -3.252 -0.057 -0.2 0.0 -0.1
C -0.934 1.122 -0.366 -0.8 -4.5 0.5
O -0.112 -0.193 -0.977 -1.0 3.5 -0.1
C -0.091 1.669 0.729 2.2 0.7 0.4
H -1.737 0.431 -0.044 0.2 0.7 0.6
H -1.505 1.765 -1.040 1.1 0.2 -0.5
H 0.345 0.204 -1.737 0.2 -0.5 -0.1
H 0.607 0.954 1.253 -1.0 0.0 -1.1
H -0.634 2.047 1.622 0.1 0.6 -1.0
H 0.658 2.370 0.225 -1.1 -0.2 1.2
```
Positions in Å, forces in eV/Å.

Values from the calculation:
**Charge**: 0
**Spin multiplicity**: 2
**Expectation value of S²**: 0.756
**Frontier orbital gap (alpha / beta)**: 6.502 / 11.041 eV
**E_HOMO (alpha / beta)**: -5.41 / -10.54 eV
**E_LUMO (alpha / beta)**: 1.1 / 0.5 eV

C2H9O2 | ωB97M-V/def2-TZVPD

Geometry as XYZ:
```
13
Properties=species:S:1:pos:R:3:forces:R:3
O 1.311 2.399 -0.105 2.1 1.6 -1.4
H 0.509 0.983 0.010 -0.2 -0.4 0.1
H 1.198 3.039 -0.859 -1.1 -0.9 0.7
H 2.293 2.627 -0.054 -1.4 -1.2 0.9
C -0.438 -0.949 0.666 -0.6 -3.7 1.0
O -0.186 0.203 -0.078 0.2 2.4 -2.9
C -0.972 -2.102 -0.285 0.1 -0.2 1.3
H 0.472 -1.302 1.128 0.5 0.1 -0.1
H -1.100 -0.703 1.477 -0.6 0.2 0.0
H -0.547 0.097 -0.993 0.5 0.5 0.7
H -1.833 -1.825 -0.890 -0.1 0.5 0.0
H -0.168 -2.436 -0.960 -0.2 0.0 0.4
H -1.366 -2.992 0.321 0.9 1.4 -0.7
```
Positions in Å, forces in eV/Å.

Values from the calculation:
**Charge**: +1
**Frontier orbital gap**: 13.213 eV
**E_HOMO**: -16.94 eV
**E_LUMO**: -3.7 eV

C2H9OP3 | ωB97M-V/def2-TZVPD

Geometry as XYZ:
```
15
Properties=species:S:1:pos:R:3:forces:R:3
C -1.935 -0.541 0.448 -2.4 0.3 -0.1
C -0.726 -0.043 1.179 1.6 -1.3 -1.6
O 2.159 0.372 1.558 -4.5 -0.7 -5.0
P 0.669 1.885 -1.086 -1.8 -0.3 -1.1
P 1.693 -1.548 -0.993 0.5 0.6 0.0
P 0.873 0.143 0.169 4.3 1.4 7.2
H -1.762 -1.573 0.205 -0.2 -0.6 -0.3
H -2.801 -0.511 1.194 1.0 -0.2 -1.1
H -2.314 -0.042 -0.503 0.8 -0.2 1.3
H -0.347 -0.892 1.773 -0.4 0.7 0.5
H -0.919 0.839 1.758 0.5 0.4 0.3
H 1.508 1.259 -1.983 0.2 -0.2 -0.9
H 1.667 2.726 -0.739 1.1 0.6 1.1
H 2.668 -0.538 -1.327 -0.4 -0.5 -0.3
H 2.559 -1.836 0.100 -0.5 -0.1 0.1
```
Positions in Å, forces in eV/Å.

Values from the calculation:
**Charge**: 0
**Frontier orbital gap**: 8.348 eV
**E_HOMO**: -8.42 eV
**E_LUMO**: -0.1 eV
**SMILES string**: CCP(=O)(P)P